[1]
Molecular formula: C38H84BrN8O9P2
Method: DFT, ωB97M-V with the def2-TZVPD basis set

Last column: Löwdin charge in e.
Atoms and positions in Å:
C 3.23080 5.79182 0.15026  -0.110
C 3.44224 6.75751 -1.19695  -0.246
O 3.93638 5.99070 -2.35729  -0.230
C 2.87087 5.07880 -2.87909  -0.197
C 3.52389 3.56343 -3.09428  -0.159
C 2.40832 2.40566 -3.43130  -0.195
C 2.79374 1.04125 -2.54500  -0.180
C 1.52708 -0.03867 -2.73109  -0.123
C 1.12535 -0.93907 -1.45270  -0.239
C 2.55370 -1.41378 -0.88754  -0.168
O 3.28738 -0.65104 0.08620  -0.124
C 4.31441 -1.48017 0.73618  -0.262
C 4.35991 -1.50613 2.37906  0.004
O 5.14936 -2.16983 -0.07648  0.000
C 0.70991 -2.36100 -2.25667  -0.146
O -0.33705 -1.95738 -3.15245  -0.187
C -1.54736 -1.63155 -2.32056  -0.198
C -2.61920 -1.54549 -3.52245  -0.060
C -2.00320 -0.85529 -4.92116  -0.108
O -2.43459 0.30712 -5.42792  -0.075
C -1.32921 -0.39354 -1.26771  -0.215
C -1.56625 1.09360 -2.00365  0.001
C -2.67208 -0.40884 -0.30229  -0.148
C -4.10728 -0.00414 -0.91096  -0.179
C -4.90366 1.08314 0.08676  -0.363
C -5.96188 0.37334 1.11166  -0.103
C -5.81995 2.06651 -0.90850  -0.117
N 0.00809 -0.47740 -0.48184  -0.065
C 0.47390 0.88074 0.05371  -0.089
O -0.48897 1.77726 0.70434  -0.140
N 0.11031 2.59919 1.60121  0.000
O -0.79908 3.08432 2.26178  0.062
C 0.00703 -1.31743 0.76808  -0.529
Br -0.75805 -3.17422 0.80421  0.847
C -0.58500 -0.76851 2.20952  -0.243
C -0.17415 -1.90153 3.38881  -0.183
H 3.17674 6.45876 1.11981  0.085
H 4.11175 5.01339 0.24633  0.081
H 2.23218 5.18525 -0.00099  0.055
H 4.31860 7.50236 -0.89841  0.132
H 2.50418 7.42595 -1.41882  0.129
H 2.56788 5.52302 -3.93924  0.141
H 1.91362 5.06161 -2.20085  0.113
H 4.09113 3.20546 -2.12142  0.111
H 4.33536 3.70215 -3.95943  0.136
H 2.37263 2.11510 -4.58316  0.130
H 1.30013 2.69577 -3.14020  0.099
H 3.82203 0.61517 -2.90258  0.135
H 2.93406 1.41266 -1.44967  0.096
H 0.68010 0.40865 -3.39680  0.118
H 2.06463 -0.74552 -3.54470  0.152
H 2.40892 -2.50652 -0.42366  0.158
H 3.27142 -1.60071 -1.82353  0.169
H 5.48522 -1.77646 2.67490  0.123
H 4.04018 -0.44086 2.76970  0.093
H 3.68172 -2.37252 2.82645  0.104
H 0.56581 -3.28145 -1.58394  0.092
H 1.61753 -2.72947 -2.94958  0.174
H -1.79813 -2.67484 -1.79304  0.141
H -3.64992 -1.07178 -3.36475  0.109
H -2.83402 -2.67122 -3.87050  0.145
H -1.17272 -1.42103 -5.56548  0.149
H -0.61221 1.67192 -2.30182  0.068
H -2.12974 1.85491 -1.26770  0.123
H -2.26475 1.06240 -2.93451  0.097
H -2.57695 0.33003 0.63340  0.116
H -2.88586 -1.46473 0.20511  0.099
H -4.84533 -0.94469 -0.92573  0.128
H -4.18882 0.46990 -1.96095  0.084
H -4.17480 1.80821 0.64364  0.126
H -7.04531 0.50372 0.65673  0.089
H -5.96414 1.03915 2.10262  0.095
H -5.70484 -0.72638 1.42145  0.072
H -6.83620 1.58088 -1.22397  0.085
H -5.16882 2.41948 -1.82742  0.080
H -6.05820 3.05330 -0.27996  0.098
H 0.90070 1.61439 -0.73650  0.155
H 1.32167 0.76395 0.88824  0.175
H 1.10974 -1.53581 1.19743  0.126
H -0.03967 0.17852 2.64452  0.114
H -1.74896 -0.75062 2.29365  0.115
H -1.08410 -2.61333 3.64440  0.084
H 0.82342 -2.45830 3.14702  0.065
H 0.03419 -1.32436 4.41526  0.102
O 7.22976 0.99698 5.48688  -0.318
P 7.20330 2.51412 5.17846  0.794
N 5.60980 2.38592 4.56405  -0.316
C 5.02920 2.93382 3.35143  -0.131
C 4.57718 2.22154 5.59070  -0.141
N 8.37245 2.29912 3.90458  -0.335
C 8.00603 2.08938 2.50566  -0.151
C 9.40872 1.28173 4.19546  -0.154
N 7.17288 4.25819 4.82392  -0.306
C 6.33743 5.09456 5.68679  -0.134
C 7.69164 4.99351 3.68787  -0.122
H 4.88368 4.01204 3.39529  0.066
H 4.03806 2.49142 3.15649  0.075
H 5.59346 2.69223 2.46250  0.046
H 4.39152 3.15742 6.12518  0.062
H 4.87470 1.46858 6.32698  0.073
H 3.62434 1.87623 5.17373  0.071
H 7.37298 1.20992 2.36815  0.079
H 8.89889 1.96304 1.87836  0.089
H 7.51956 2.96373 2.07195  0.047
H 9.03856 0.26351 4.02906  0.074
H 9.75441 1.35637 5.23228  0.074
H 10.28998 1.42008 3.55834  0.080
H 5.32940 5.20623 5.27433  0.074
H 6.75796 6.09588 5.82241  0.083
H 6.25814 4.65347 6.68270  0.076
H 7.02453 4.92716 2.82428  0.073
H 8.69677 4.67463 3.40210  0.088
H 7.80075 6.06233 3.91064  0.083
O -8.00070 -3.73222 -0.20034  -0.310
P -7.20132 -4.02620 -1.49345  0.779
N -8.37385 -5.17314 -1.98627  -0.313
C -8.20390 -6.51226 -2.52070  -0.116
C -9.62451 -4.58720 -2.47603  -0.134
N -5.94114 -4.79450 -0.56741  -0.335
C -5.89764 -6.23201 -0.30879  -0.146
C -5.66886 -4.15242 0.73917  -0.159
N -6.28238 -4.36414 -2.97996  -0.309
C -6.84239 -3.85789 -4.23382  -0.135
C -5.14611 -5.23582 -3.20244  -0.134
H -7.82314 -6.52136 -3.54079  0.069
H -9.16548 -7.05176 -2.54022  0.095
H -7.57442 -7.13912 -1.90608  0.051
H -9.50018 -4.15330 -3.47216  0.061
H -9.97316 -3.79483 -1.80659  0.075
H -10.43797 -5.31987 -2.52614  0.084
H -6.79222 -6.59002 0.20567  0.093
H -5.02684 -6.49627 0.30648  0.085
H -5.74204 -6.80982 -1.22048  0.049
H -6.40491 -4.44309 1.49762  0.082
H -5.67887 -3.06050 0.65155  0.042
H -4.67830 -4.42944 1.11826  0.070
H -7.48467 -4.60521 -4.71100  0.078
H -6.06335 -3.57785 -4.94974  0.077
H -7.43365 -2.95818 -4.05045  0.076
H -5.45063 -6.28175 -3.29468  0.079
H -4.38343 -5.14144 -2.42588  0.076
H -4.61785 -4.98638 -4.13121  0.074

The orbital gap comes out at 6.119 eV. The net charge is +1.

[2]
Molecular formula: C38H84NO9P
Method: DFT, ωB97M-V with the def2-TZVPD basis set

Last column: Löwdin charge in e.
Atoms and positions in Å:
C -2.21889 -6.09051 -1.45094  -0.103
C -3.33253 -5.05995 -1.62557  -0.260
C -3.76919 -4.56570 -0.25792  -0.206
C -4.55390 -3.25790 -0.27104  -0.210
C -5.57768 -3.14374 -1.39747  -0.198
C -5.12216 -2.26963 -2.55780  -0.205
C -4.99438 -0.79563 -2.17997  -0.181
C -3.51802 -0.36431 -2.08730  -0.178
C -3.31870 0.82729 -1.16793  -0.190
N -3.63642 0.51053 0.21716  -0.139
C -4.12814 1.64802 1.00265  -0.180
C -5.42035 1.40575 1.77759  -0.413
C -6.61349 1.21253 0.85691  -0.066
C -5.67074 2.68981 2.58704  -0.070
C -2.55971 -0.22034 0.88003  -0.378
C -1.28841 0.60345 1.15296  -0.213
O -0.11704 0.05249 0.58312  -0.135
C 0.79476 -0.46873 1.54423  -0.208
C 2.21212 -0.58035 0.97939  -0.148
C 2.31837 -0.80852 -0.53805  -0.166
C 3.06386 -2.11720 -0.96173  -0.186
C 2.14710 -3.18238 -1.56144  -0.204
C 1.14796 -3.75704 -0.54482  -0.196
C 1.67347 -5.09002 -0.00535  -0.198
C 0.72712 -5.86495 0.89932  -0.193
C 0.06454 -5.05124 2.01210  -0.179
C 0.82907 -5.10689 3.33429  -0.250
O 0.01886 -4.87606 4.44718  -0.170
C -0.42631 -3.53423 4.53135  -0.095
P -3.13004 -1.13078 2.36793  0.751
O -2.85068 -0.44355 3.64590  -0.421
H -2.49459 -6.75248 -0.63856  0.077
H -2.07246 -6.66633 -2.35438  0.072
H -1.29416 -5.57444 -1.22146  0.041
H -4.12899 -5.55948 -2.16084  0.105
H -2.91647 -4.26037 -2.21985  0.099
H -2.85974 -4.38141 0.30612  0.094
H -4.33597 -5.33904 0.24056  0.116
H -3.88920 -2.40605 -0.21630  0.067
H -5.11944 -3.23423 0.65624  0.096
H -5.80066 -4.14476 -1.74592  0.101
H -6.49611 -2.72124 -1.00262  0.106
H -5.79786 -2.41601 -3.39158  0.106
H -4.16673 -2.64934 -2.89664  0.090
H -5.54151 -0.57638 -1.27470  0.083
H -5.42879 -0.24332 -3.00422  0.106
H -3.18456 -0.07441 -3.07533  0.115
H -2.92136 -1.20930 -1.76952  0.089
H -3.92486 1.63522 -1.55400  0.123
H -2.27222 1.12133 -1.29173  0.119
H -4.35193 2.47238 0.33742  0.123
H -3.40319 2.02887 1.72369  0.102
H -5.31952 0.62013 2.51317  0.099
H -6.59355 1.96136 0.07532  0.083
H -6.65155 0.20743 0.45918  0.058
H -7.51370 1.38093 1.43314  0.076
H -6.31030 2.50449 3.43650  0.079
H -6.07238 3.45504 1.93213  0.081
H -4.73894 3.06279 2.99564  0.068
H -2.25495 -1.01294 0.19973  0.102
H -1.41505 1.59107 0.72268  0.109
H -1.20070 0.76166 2.22349  0.095
H 0.43440 -1.44077 1.87312  0.098
H 0.82718 0.13350 2.44824  0.115
H 2.78464 0.27379 1.31207  0.102
H 2.67205 -1.43405 1.46346  0.100
H 1.35792 -0.80771 -1.02996  0.100
H 2.90563 0.00742 -0.93594  0.092
H 3.72719 -1.82445 -1.76763  0.097
H 3.58421 -2.55153 -0.11731  0.102
H 1.57406 -2.72718 -2.35830  0.104
H 2.72970 -4.00730 -1.95415  0.101
H 1.07759 -3.07559 0.28703  0.079
H 0.14934 -3.84533 -0.96025  0.103
H 1.89873 -5.71239 -0.86807  0.108
H 2.61359 -4.90947 0.50281  0.114
H -0.05530 -6.34144 0.33414  0.079
H 1.30049 -6.66282 1.36553  0.106
H -0.89700 -5.50969 2.22286  0.118
H -0.13243 -4.02658 1.73217  0.080
H 1.66929 -4.40777 3.29859  0.123
H 1.24062 -6.10352 3.40847  0.117
H -1.35771 -3.41392 3.97675  0.060
H 0.29890 -2.84853 4.09994  0.080
H -0.63702 -3.28225 5.55677  0.088
H -2.52694 -2.40477 2.26531  0.006
H -4.49097 -1.38069 2.11481  0.018
C 2.86116 8.13195 1.91267  -0.113
O 1.71682 7.31788 1.79098  -0.198
C 1.19707 7.30330 0.47227  -0.204
C 0.42959 6.02734 0.20688  -0.178
O 1.25228 4.89803 -0.05499  -0.135
C 1.93758 4.33154 1.05707  -0.175
C 1.03790 3.55304 1.98644  -0.195
O 0.28619 4.40353 2.83890  -0.186
C -0.91854 3.78385 3.22872  -0.104
H 2.62546 9.18091 1.69957  0.088
H 3.21782 8.04990 2.93743  0.088
H 3.65681 7.79102 1.23965  0.087
H 2.00675 7.39610 -0.26131  0.127
H 0.51749 8.15984 0.36280  0.129
H -0.14323 6.17621 -0.71151  0.127
H -0.28422 5.82197 1.00609  0.122
H 2.51850 5.08444 1.59175  0.126
H 2.64649 3.62267 0.62368  0.112
H 1.65547 2.90052 2.62068  0.132
H 0.36463 2.93117 1.38448  0.113
H -1.52410 3.54550 2.34499  0.074
H -1.47619 4.47280 3.85993  0.091
H -0.71213 2.86736 3.79447  0.094
C 8.33183 0.19623 -1.74804  -0.115
O 7.59172 1.34316 -2.09821  -0.200
C 8.15029 2.03484 -3.20331  -0.205
C 7.09127 2.82588 -3.93838  -0.183
O 6.26577 2.04092 -4.78650  -0.125
C 5.29079 1.21372 -4.16820  -0.183
C 4.10321 1.96757 -3.61303  -0.206
O 4.42572 2.58334 -2.37825  -0.202
C 3.63454 3.72481 -2.11946  -0.109
H 9.34388 0.46209 -1.42149  0.088
H 7.81227 -0.29492 -0.92743  0.087
H 8.39053 -0.50349 -2.59010  0.088
H 8.62185 1.33087 -3.89883  0.127
H 8.91508 2.72615 -2.82288  0.128
H 7.60738 3.51647 -4.60921  0.127
H 6.49613 3.42501 -3.24734  0.121
H 5.73899 0.57040 -3.40908  0.120
H 4.92284 0.56757 -4.96856  0.127
H 3.27672 1.26313 -3.44188  0.123
H 3.78260 2.72047 -4.34255  0.128
H 3.76497 4.47532 -2.90826  0.092
H 3.96758 4.15720 -1.17867  0.081
H 2.57729 3.45408 -2.03158  0.089

The orbital gap comes out at 9.359 eV. The net charge is 0. As for the structure (SMILES): CCCCCCCCCN(CC(C)C)[C@@H](COCCCCCCCCCCOC)[PH2]=O.COCCOCCOC.COCCOCCOC.